1.
{
  "formula": "C11H12NO2",
  "method": "wB97M-V/def2-TZVPD",
  "species": ["C", "C", "C", "C", "C", "C", "C", "C", "C", "N", "H", "H", "H", "H", "H", "H", "H", "H", "H", "C", "C", "O", "O", "H", "H", "H"],
  "xyz": [[1.7212, -0.7435, -0.5857], [-0.6364, 0.1833, -1.0019], [0.4323, -0.7258, -1.3400], [-1.7494, -0.1350, -1.8356], [0.0580, -1.3910, -2.4724], [-0.7620, 1.1068, 0.0311], [-1.9530, 1.8075, 0.1939], [-2.9992, 1.5757, -0.7136], [-2.9285, 0.6247, -1.6847], [-1.3541, -1.1526, -2.6288], [0.0513, 1.2604, 0.7290], [-1.9790, 2.7352, 0.7546], [-3.8265, 2.2921, -0.6873], [2.0430, 0.2646, -0.2965], [2.5602, -1.1760, -1.1525], [0.4153, -2.2801, -2.9678], [-1.8744, -1.4739, -3.4285], [-3.7378, 0.4700, -2.3826], [1.5575, -1.2812, 0.3348], [1.8621, -0.4189, 3.6279], [2.4939, -0.0799, 2.2460], [2.2387, 1.0466, 1.7528], [3.1927, -0.9909, 1.7433], [1.5416, 0.5507, 4.0124], [2.5976, -0.9452, 4.2215], [1.0348, -1.1235, 3.5307]],
  "mulliken_charge": [-1.313, 0.749, 0.867, -0.386, -0.722, -0.065, -0.883, -0.250, -0.787, -0.060, 0.540, 0.296, 0.318, 0.338, 0.263, 0.343, 0.191, 0.315, 0.214, -1.020, 0.715, -0.747, -0.732, 0.322, 0.304, 0.187],
  "orbital_gap_ev": 7.4,
  "total_charge": -1,
  "fmax_ev_per_a": 2.6
}

=====

2.
{
  "formula": "C4H6AgO3",
  "method": "wB97M-V/def2-TZVPD",
  "species": ["H", "O", "C", "O", "Ag", "O", "C", "H", "H", "H", "C", "C", "H", "H"],
  "xyz": [[3.0579, -1.8131, 0.5010], [0.4612, -0.4943, 0.5537], [-0.4789, 0.3247, 0.0443], [-0.2799, 1.5242, -0.1307], [1.5415, 2.3465, 0.0021], [-1.5517, -0.3183, -0.1934], [-2.8214, 0.3464, 0.0021], [-2.7879, 0.9263, 0.9299], [-3.0194, 0.9953, -0.8574], [-3.5559, -0.4580, 0.0672], [1.7450, -0.2506, 0.2263], [2.5182, -1.2710, -0.2873], [2.1088, -1.8978, -1.0848], [3.0625, 0.0397, 0.2270]],
  "mulliken_charge": [0.431, -0.225, 0.907, -0.612, 0.793, -0.217, -0.606, 0.362, 0.334, 0.259, 0.275, -0.650, 0.359, 0.589],
  "s_squared": 0.759,
  "orbital_gap_ev": [7.9, 7.9],
  "total_charge": 2,
  "multiplicity": 2,
  "fmax_ev_per_a": 3.9
}

=====

3.
{
  "formula": "C63H57ClN4O5P2Tl",
  "method": "wB97M-V/def2-TZVPD",
  "species": ["Tl", "C", "O", "C", "N", "C", "C", "C", "C", "C", "C", "C", "C", "C", "C", "C", "C", "N", "C", "N", "C", "C", "O", "C", "C", "C", "C", "C", "C", "H", "H", "H", "H", "H", "H", "H", "H", "H", "H", "H", "H", "H", "H", "H", "H", "H", "H", "H", "Cl", "C", "C", "C", "C", "C", "C", "P", "C", "C", "C", "C", "C", "C", "C", "C", "C", "C", "C", "C", "H", "H", "H", "H", "H", "H", "H", "H", "H", "H", "H", "H", "H", "H", "O", "N", "O", "C", "C", "C", "C", "H", "H", "H", "H", "H", "H", "H", "H", "H", "O", "P", "C", "C", "C", "C", "C", "C", "C", "C", "C", "C", "C", "C", "C", "C", "C", "C", "C", "C", "H", "H", "H", "H", "H", "H", "H", "H", "H", "H", "H", "H", "H", "H", "H"],
  "xyz": [[1.2362, 0.1499, 0.0303], [4.4725, -2.1059, -3.2464], [4.5491, -0.6886, -3.4102], [3.6335, -0.1607, -2.5748], [2.8806, -0.9726, -1.9484], [3.1437, -2.3011, -2.4781], [3.0684, -3.4442, -1.5016], [2.4964, -3.2934, -0.2486], [2.3062, -4.3864, 0.5783], [2.6640, -5.6531, 0.1534], [3.2420, -5.8146, -1.0949], [3.4485, -4.7188, -1.9133], [3.5253, 1.3001, -2.5091], [4.0497, 2.1025, -3.5232], [3.8412, 3.4704, -3.4560], [3.1865, 4.0010, -2.3573], [2.7353, 3.1204, -1.3742], [2.8750, 1.8040, -1.4704], [2.0874, 3.6062, -0.1579], [1.5900, 2.8492, 0.7330], [0.9931, 3.6874, 1.7512], [1.3690, 5.1228, 1.2947], [2.0171, 4.9333, 0.0400], [1.4287, 3.3467, 3.1492], [0.4594, 3.0704, 4.1031], [0.8187, 2.7391, 5.3960], [2.1561, 2.6940, 5.7518], [3.1293, 2.9950, 4.8110], [2.7681, 3.3133, 3.5126], [5.3416, -2.4406, -2.6710], [4.4825, -2.5718, -4.2312], [2.3428, -2.4795, -3.2097], [2.1769, -2.3160, 0.0764], [1.8637, -4.2448, 1.5521], [2.4864, -6.5122, 0.7811], [3.5208, -6.7999, -1.4404], [3.8853, -4.8621, -2.8897], [4.5854, 1.6496, -4.3411], [4.1884, 4.1220, -4.2442], [3.0172, 5.0619, -2.2549], [-0.0883, 3.5381, 1.6927], [2.0618, 5.6111, 1.9857], [0.4951, 5.7587, 1.1433], [-0.5816, 3.1089, 3.8190], [0.0487, 2.5156, 6.1194], [2.4375, 2.4161, 6.7563], [4.1718, 2.9805, 5.0900], [3.5278, 3.5270, 2.7740], [-0.4339, -2.0584, 1.5822], [-1.2299, -3.3167, 0.7111], [-1.5568, -4.4643, 1.4210], [-2.2119, -5.5033, 0.7899], [-2.5606, -5.3742, -0.5451], [-2.2310, -4.2237, -1.2379], [-1.5392, -3.1741, -0.6351], [-0.9433, -1.7118, -1.6593], [-2.5042, -1.2416, -2.5078], [-3.0311, -1.9945, -3.5532], [-4.1695, -1.5731, -4.2118], [-4.7949, -0.3945, -3.8436], [-4.2684, 0.3674, -2.8170], [-3.1291, -0.0528, -2.1548], [-0.1597, -2.6570, -3.0126], [0.3120, -3.9532, -2.8360], [0.8230, -4.6600, -3.9097], [0.9113, -4.0712, -5.1604], [0.4729, -2.7671, -5.3365], [-0.0682, -2.0695, -4.2735], [-1.2813, -4.5303, 2.4618], [-2.4517, -6.4032, 1.3359], [-3.0746, -6.1746, -1.0565], [-2.5082, -4.1531, -2.2756], [-2.5347, -2.8919, -3.8913], [-4.5559, -2.1600, -5.0309], [-5.6762, -0.0665, -4.3732], [-4.7385, 1.2983, -2.5386], [-2.6956, 0.5514, -1.3736], [0.2905, -4.4135, -1.8614], [1.1509, -5.6773, -3.7675], [1.3161, -4.6247, -5.9930], [0.5371, -2.2986, -6.3087], [-0.4472, -1.0719, -4.4385], [-1.1928, 1.0492, -4.0209], [-0.3873, 1.1559, -3.1262], [-0.0795, 0.2455, -2.3380], [4.7699, -1.6597, 1.8601], [4.2438, -0.2552, 2.1510], [4.6851, 0.7339, 1.0668], [2.7779, -0.1984, 2.3800], [5.8418, -1.6295, 1.6821], [4.2937, -2.0821, 0.9807], [4.5908, -2.3222, 2.7036], [4.7114, 0.0834, 3.0941], [4.2240, 0.4578, 0.1231], [5.7655, 0.7212, 0.9440], [4.3728, 1.7434, 1.3159], [2.3939, 0.7357, 2.7584], [2.2898, -1.0929, 2.7350], [-1.3308, 0.9121, 0.5854], [-2.4590, 1.5736, 1.2831], [-2.4043, 3.3853, 1.1194], [-2.8590, 4.2577, 2.0990], [-2.8126, 5.6226, 1.8737], [-2.3214, 6.1149, 0.6753], [-1.8628, 5.2443, -0.3029], [-1.9054, 3.8799, -0.0810], [-4.1126, 1.1171, 0.6675], [-5.0288, 2.0595, 0.2261], [-6.2873, 1.6529, -0.1831], [-6.6293, 0.3120, -0.1490], [-5.7076, -0.6324, 0.2780], [-4.4517, -0.2304, 0.6894], [-2.5714, 1.1229, 3.0353], [-1.4876, 0.4920, 3.6277], [-1.5842, 0.0445, 4.9337], [-2.7551, 0.2438, 5.6469], [-3.8357, 0.8806, 5.0558], [-3.7499, 1.3133, 3.7462], [-3.2462, 3.8707, 3.0305], [-3.1643, 6.3042, 2.6338], [-2.2938, 7.1810, 0.5078], [-1.4772, 5.6293, -1.2350], [-1.5465, 3.1777, -0.8208], [-4.7596, 3.1063, 0.2017], [-6.9964, 2.3860, -0.5373], [-7.6155, 0.0043, -0.4610], [-5.9680, -1.6800, 0.2855], [-3.7163, -0.9492, 1.0253], [-0.5839, 0.3612, 3.0489], [-0.7529, -0.4705, 5.3917], [-2.8291, -0.1048, 6.6660], [-4.7509, 1.0242, 5.6101], [-4.5962, 1.7881, 3.2699]],
  "mulliken_charge": [2.000, -0.378, -0.459, -0.492, 0.874, 0.588, 0.388, 0.574, -0.579, -0.889, -0.720, -0.226, 0.198, -0.911, -0.752, -0.949, 0.023, 0.603, -0.223, 0.990, 0.789, -0.501, -0.507, -0.344, 0.007, -0.822, -0.713, -1.000, 0.011, 0.333, 0.362, -1.123, -0.650, 0.523, 0.448, 0.459, 0.473, 0.616, 0.459, 0.589, -0.788, 0.361, 0.259, 0.669, 0.527, 0.430, 0.462, 0.367, 0.374, 0.900, -0.835, -0.821, -0.927, -0.297, -0.971, 2.639, 0.669, -0.397, -1.068, -1.058, -0.807, 0.472, 0.917, -0.587, -0.497, -1.069, -0.890, -0.849, 0.589, 0.426, 0.485, 0.382, 0.189, 0.477, 0.447, 0.568, -0.427, 0.154, 0.541, 0.424, 0.499, 0.306, -0.445, 0.002, -0.108, -1.763, 1.018, -0.857, -1.261, 0.456, 0.247, 0.439, 0.463, -0.073, 0.583, -0.120, 0.253, 0.611, 0.496, 0.987, 0.193, -0.643, -0.787, -0.644, -0.750, -0.235, 0.703, -0.607, -0.815, -0.584, -0.640, -0.382, 0.630, -0.077, -1.201, -0.753, -0.811, -0.802, 0.430, 0.441, 0.397, 0.451, 0.522, 0.337, 0.435, 0.426, 0.481, 0.454, 0.603, 0.595, 0.426, 0.473, 0.492],
  "orbital_gap_ev": [7.7, 5.0],
  "total_charge": 1,
  "fmax_ev_per_a": 2.1
}

=====

4.
{
  "formula": "C11H22N2O3",
  "method": "wB97M-V/def2-TZVPD",
  "species": ["C", "C", "C", "C", "C", "N", "C", "O", "C", "N", "C", "C", "C", "C", "O", "O", "H", "H", "H", "H", "H", "H", "H", "H", "H", "H", "H", "H", "H", "H", "H", "H", "H", "H", "H", "H", "H", "H"],
  "xyz": [[2.9656, -0.7557, 2.2576], [1.5357, -0.9009, 2.8803], [0.3799, -0.4149, 1.9590], [-0.9107, -0.3339, 2.7374], [0.4520, -1.3150, 0.6461], [1.1339, -0.6835, -0.5781], [1.0899, 0.6819, -0.8389], [2.0557, 1.3398, -1.2136], [-0.3078, 1.2901, -0.7130], [-0.0844, 2.6821, -0.3670], [-1.0816, 1.0099, -2.0170], [-2.5721, 1.3055, -1.8337], [-0.4810, 1.7073, -3.2281], [-0.8874, -1.9757, 0.2419], [-1.4275, -2.9521, 0.7563], [-1.4921, -1.2859, -0.7307], [3.7122, -0.7019, 3.0692], [3.0302, 0.1098, 1.5585], [3.1363, -1.6612, 1.6844], [1.3139, -1.9302, 3.1768], [1.6119, -0.3401, 3.8982], [0.6513, 0.6633, 1.6396], [-0.7504, 0.3529, 3.6148], [-1.6964, 0.0530, 2.1598], [-1.2921, -1.2757, 3.1043], [1.0249, -2.1800, 0.8377], [2.0727, -1.0740, -0.7164], [-0.8651, 0.8311, 0.0781], [-0.9467, 3.1136, -0.2413], [0.4474, 3.1629, -1.1363], [-0.9808, -0.0337, -2.1962], [-2.7278, 2.3870, -2.0457], [-3.2009, 0.8162, -2.5286], [-2.8627, 1.2159, -0.7374], [-0.8227, 1.4258, -4.2524], [-0.6179, 2.7891, -3.1596], [0.5993, 1.3934, -3.2791], [-2.3672, -1.7125, -0.9588]],
  "mulliken_charge": [-0.985, -0.955, 1.110, -1.973, -0.158, -0.036, -0.279, -0.640, 0.736, -0.629, 0.289, -1.616, -1.448, -0.348, -0.630, -0.270, 0.363, 0.222, 0.247, 0.402, 0.370, 0.256, 0.391, 0.393, 0.394, 0.806, 0.413, -0.004, 0.292, 0.349, 0.519, 0.394, 0.376, 0.327, 0.367, 0.315, 0.325, 0.315],
  "orbital_gap_ev": 9.8,
  "smiles": "CC[C@H](C)[C@H](NC(=O)[C@@H](N)C(C)C)C(=O)O",
  "fmax_ev_per_a": 3.0
}

=====

5.
{
  "formula": "C5H16N2S",
  "method": "wB97M-V/def2-TZVPD",
  "species": ["C", "C", "C", "S", "H", "H", "H", "H", "H", "H", "H", "H", "N", "C", "C", "N", "H", "H", "H", "H", "H", "H", "H", "H"],
  "xyz": [[-2.0338, -2.0533, 1.5469], [-2.6979, -1.0426, 0.6232], [-1.6961, 0.0341, 0.1624], [-1.2867, 1.1931, 1.5103], [-1.2446, -2.5864, 1.0059], [-2.7651, -2.7460, 1.9464], [-1.4462, -1.5901, 2.3444], [-3.0353, -1.5326, -0.2906], [-3.5499, -0.5470, 1.0886], [-2.1181, 0.5936, -0.6693], [-0.8035, -0.4966, -0.1716], [-0.5798, 2.0696, 0.8455], [2.2918, 1.3682, 0.9366], [2.1634, 0.4036, -0.2023], [1.6742, 1.0945, -1.4750], [1.7175, 0.1591, -2.5965], [3.2705, 1.3427, 1.1937], [1.8369, 0.9096, 1.7108], [3.1406, -0.0343, -0.4108], [1.4781, -0.4164, 0.0148], [0.6850, 1.5425, -1.2923], [2.2802, 1.9845, -1.6596], [0.8383, -0.3208, -2.7053], [1.8804, 0.6710, -3.4562]],
  "mulliken_charge": [-1.085, -0.557, -0.321, -0.212, 0.304, 0.338, 0.309, 0.289, 0.353, 0.385, 0.063, 0.105, -0.606, -0.312, -0.344, -0.630, 0.247, 0.235, 0.412, 0.099, 0.045, 0.438, 0.212, 0.233],
  "orbital_gap_ev": 9.9,
  "smiles": "CCCS.NCCN",
  "fmax_ev_per_a": 1.2
}